{"formula": "C33H24FN2O9S2", "method": "wB97M-V/def2-TZVPD", "species": ["C", "C", "N", "C", "S", "O", "O", "N", "S", "O", "O", "C", "C", "O", "F", "H", "H", "H", "H", "H", "H", "H", "H", "C", "C", "C", "C", "C", "C", "C", "O", "C", "C", "C", "C", "C", "C", "C", "O", "H", "H", "H", "H", "H", "H", "H", "H", "C", "C", "C", "C", "C", "C", "C", "O", "C", "C", "C", "C", "C", "C", "C", "O", "H", "H", "H", "H", "H", "H", "H", "H"], "xyz": [[-6.149834, 1.952322, 0.788797], [-5.567594, 0.484155, 1.339617], [-5.975702, -0.066895, 2.534806], [-4.513684, -0.337592, 0.390991], [-2.706628, -0.127299, 0.839485], [-2.582763, -0.117936, 2.413566], [-2.064243, 1.199286, 0.361069], [-1.876013, -1.576343, 0.311861], [-0.737145, -1.254573, -0.971985], [-0.421271, -2.655777, -1.627320], [-1.275161, -0.367291, -2.121503], [0.944105, -0.658050, -0.288693], [1.311087, -1.614762, 0.998938], [2.188453, -1.281003, 1.957508], [0.672368, -2.968488, 1.143349], [-7.017066, 2.358562, 1.481173], [-5.263806, 2.737021, 0.658376], [-6.612819, 1.743327, -0.291426], [-5.485310, -0.990682, 2.610369], [-4.765387, -1.496204, 0.516836], [-4.777741, -0.065356, -0.731236], [0.951485, 0.493541, -0.048689], [1.818863, -0.827354, -1.083017], [-0.444806, -0.994110, 5.368068], [0.578102, -1.280468, 4.464372], [1.902547, -0.986839, 4.792847], [2.204281, -0.393458, 6.024646], [1.179076, -0.084707, 6.917819], [-0.147771, -0.396360, 6.593692], [1.480564, 0.586393, 8.198758], [0.580947, 0.854742, 8.985463], [2.879823, 0.937043, 8.513718], [3.173043, 1.625252, 9.698300], [4.495240, 1.948971, 10.010255], [5.526535, 1.579231, 9.147355], [5.236769, 0.898536, 7.963913], [3.909438, 0.585576, 7.642071], [3.609816, -0.102841, 6.370982], [4.515166, -0.424050, 5.609825], [-1.476061, -1.231342, 5.115963], [0.345205, -1.734731, 3.503859], [2.696445, -1.217977, 4.084541], [-0.951998, -0.170687, 7.291782], [2.374023, 1.914793, 10.378992], [4.720150, 2.487997, 10.928046], [6.557280, 1.824878, 9.393605], [6.046648, 0.617436, 7.292749], [0.769340, 3.252886, -9.312845], [1.748062, 2.442317, -9.887378], [1.791601, 1.080058, -9.586340], [0.860506, 0.528331, -8.698009], [-0.102618, 1.343494, -8.104687], [-0.155709, 2.707080, -8.421740], [-1.058437, 0.782068, -7.128322], [-1.907056, 1.496737, -6.609363], [-0.971152, -0.650138, -6.780118], [-1.833450, -1.183034, -5.813003], [-1.766545, -2.539437, -5.487408], [-0.847454, -3.367292, -6.131459], [0.016554, -2.837970, -7.091225], [-0.039143, -1.474400, -7.408889], [0.903024, -0.916978, -8.399322], [1.714221, -1.642945, -8.962460], [0.729630, 4.312763, -9.554519], [2.476915, 2.870251, -10.572088], [2.555258, 0.452374, -10.042669], [-0.913395, 3.346987, -7.972886], [-2.556087, -0.544181, -5.307762], [-2.433494, -2.950062, -4.732398], [-0.800026, -4.425387, -5.883259], [0.734798, -3.489403, -7.586345]], "atomic_forces_ev_per_a": [[0.181, -1.051, -0.283], [-0.714, -0.997, 3.020], [1.810, 1.847, -5.288], [-2.354, -0.564, -0.646], [4.518, 2.580, 4.127], [-1.475, -0.889, -5.055], [-2.522, -3.891, 0.271], [0.638, 3.030, -1.472], [-2.701, -3.365, -5.320], [-0.397, 4.369, 3.132], [2.000, -1.484, 4.089], [0.932, -0.517, 0.453], [4.030, 0.599, 5.324], [-6.155, -2.404, -7.211], [1.941, 4.390, -0.764], [2.051, -0.955, -1.308], [-1.930, -1.830, 0.412], [1.054, 0.492, 2.321], [-0.315, 1.007, 0.010], [0.842, 2.518, -0.161], [1.199, -0.480, 2.236], [-0.293, -2.516, 0.090], [-2.252, 0.021, 1.551], [0.144, 0.114, 0.291], [0.205, 0.059, 0.183], [-0.123, -0.081, 0.040], [-0.326, -0.187, -0.376], [-0.416, -0.125, -0.165], [-0.015, -0.115, -0.241], [-1.267, 0.108, 0.531], [0.534, -0.059, -0.233], [0.552, 0.326, 0.435], [0.368, 0.088, 0.089], [-0.344, -0.151, -0.180], [-0.189, -0.177, -0.286], [0.051, 0.184, 0.307], [0.482, 0.312, 0.506], [0.759, -0.544, -1.202], [-0.375, 0.251, 0.567], [0.204, 0.104, -0.025], [0.028, 0.112, 0.301], [-0.207, 0.118, 0.381], [0.314, 0.034, -0.078], [0.069, -0.171, -0.289], [-0.061, -0.099, -0.157], [-0.178, -0.050, -0.060], [-0.342, -0.002, 0.034], [-0.190, -0.244, 0.219], [-0.087, -0.359, 0.143], [0.008, 0.358, -0.100], [0.218, 0.587, -0.295], [0.289, 0.537, -0.385], [0.236, 0.118, -0.216], [-1.123, 0.678, 0.812], [0.532, -0.356, -0.436], [-0.246, -0.463, 0.390], [-0.023, -0.283, 0.058], [0.021, 0.312, -0.164], [0.144, 0.282, -0.245], [-0.187, -0.105, 0.216], [-0.106, -0.478, 0.223], [0.827, -1.039, -0.466], [-0.381, 0.456, 0.221], [-0.007, -0.188, 0.060], [-0.125, -0.094, 0.115], [-0.272, 0.002, 0.198], [0.131, -0.311, 0.008], [0.290, -0.042, -0.175], [0.191, 0.144, -0.097], [0.016, 0.215, -0.030], [-0.106, 0.315, 0.044]], "mulliken_charge": [-0.87, 0.66, -0.70, -0.85, 1.09, -0.62, -0.65, -0.47, 0.89, -0.67, -0.56, -0.51, 0.57, -0.50, -0.25, 0.29, 0.24, 0.26, 0.29, 0.36, 0.31, 0.32, 0.38, -0.72, -0.19, -0.58, 0.25, 0.19, -0.61, 0.66, -0.69, 0.12, -0.52, -0.44, -0.44, -0.52, 0.15, 0.55, -0.68, 0.40, 0.39, 0.63, 0.43, 0.44, 0.38, 0.38, 0.44, -0.43, -0.44, -0.53, 0.19, 0.16, -0.52, 0.55, -0.68, 0.27, -0.55, -0.42, -0.51, -0.60, 0.30, 0.61, -0.69, 0.38, 0.38, 0.44, 0.45, 0.44, 0.38, 0.39, 0.44], "orbital_gap_ev": 7.3, "energy_ev": -80402.212, "charge": -1, "homo_energy_ev": -6.64}